Record 1
ORCA calculation (ωB97M-V with the def2-TZVPD basis set) on a cluster of 2 separate species, C44H46N2O3P in total.

Output
Lowest unoccupied orbital energy ... -0.15695 Ha
Calculated total energy ... -2380.596711 Ha
Orbital gap ... 6.1 eV
HOMO energy ... -10.32 eV
Charge ... +1

```
96
C44H46N2O3P, DFT ωB97M-V with the def2-TZVPD basis set
C -3.640 -5.739 -2.500
N -2.936 -4.474 -2.520
C -2.723 -3.804 -3.692
O -3.174 -4.138 -4.786
C -1.844 -2.598 -3.365
C -2.386 -1.253 -3.847
C -2.742 -1.192 -5.322
C -3.970 -0.655 -5.716
C -4.331 -0.639 -7.066
C -3.431 -1.113 -8.032
C -2.189 -1.639 -7.640
C -1.843 -1.665 -6.283
N -1.717 -2.676 -1.904
C -1.074 -1.712 -1.206
C -0.608 -1.868 0.097
C 0.232 -1.020 0.811
C 0.966 -1.608 1.923
C 2.372 -1.483 2.074
C 3.057 -2.184 3.061
C 2.374 -2.991 3.974
C 0.982 -3.108 3.867
C 0.298 -2.453 2.851
C -2.192 -3.972 -1.375
C -3.134 -3.855 -0.168
C -1.047 -4.942 -1.038
H -4.116 -5.881 -3.476
H -2.956 -6.575 -2.297
H -4.401 -5.733 -1.711
H -0.855 -2.770 -3.833
H -3.266 -0.978 -3.242
H -1.610 -0.503 -3.638
H -4.631 -0.278 -4.934
H -5.312 -0.255 -7.347
H -3.695 -1.075 -9.091
H -1.488 -2.041 -8.377
H -0.882 -2.069 -5.955
H -0.876 -0.776 -1.736
H -0.870 -2.806 0.586
H 0.428 0.020 0.488
H 2.932 -0.875 1.365
H 4.144 -2.086 3.130
H 2.920 -3.502 4.767
H 0.426 -3.720 4.579
H -0.779 -2.585 2.731
H -4.009 -3.248 -0.430
H -3.467 -4.862 0.127
H -2.642 -3.409 0.696
H -0.551 -5.258 -1.964
H -0.313 -4.481 -0.370
H -1.461 -5.826 -0.532
C -3.670 3.015 -0.682
C -2.193 3.285 -0.621
O -1.629 2.346 0.327
C -0.281 2.477 0.385
C 0.340 1.633 1.412
P 1.733 2.443 2.061
C 3.065 2.418 0.838
C 3.932 3.506 0.623
C 4.968 3.416 -0.309
C 5.133 2.251 -1.067
C 4.227 1.193 -0.914
C 3.177 1.293 0.003
C 1.666 4.157 2.663
C 2.768 4.610 3.416
C 2.819 5.916 3.899
C 1.751 6.785 3.649
C 0.631 6.330 2.945
C 0.578 5.021 2.454
C 2.174 1.588 3.589
C 3.445 1.039 3.778
C 3.776 0.476 5.010
C 2.846 0.474 6.054
C 1.568 1.001 5.854
C 1.225 1.552 4.621
O 0.326 3.246 -0.372
H -4.131 3.787 -1.298
H -3.862 2.043 -1.147
H -4.133 3.035 0.308
H -1.715 3.123 -1.594
H -2.004 4.310 -0.279
H -0.353 1.174 2.108
H 3.799 4.433 1.178
H 5.652 4.256 -0.440
H 5.958 2.169 -1.778
H 4.329 0.285 -1.508
H 2.428 0.500 0.057
H 3.598 3.930 3.626
H 3.692 6.243 4.463
H 1.798 7.814 4.011
H -0.211 7.000 2.768
H -0.302 4.672 1.908
H 4.165 1.041 2.958
H 4.760 0.031 5.152
H 3.119 0.060 7.026
H 0.834 0.993 6.662
H 0.234 1.984 4.468
```

Electronic structure analysis, Mulliken charges in units of e: -0.95 0.23 0.22 -0.67 0.72 -1.00 0.51 -0.44 -0.62 -0.44 -0.70 -0.17 0.72 0.07 -0.97 0.29 1.23 0.18 -0.65 -0.58 -0.97 -0.59 0.06 -1.51 -1.35 0.36 0.32 0.30 0.06 0.42 0.46 0.35 0.38 0.37 0.37 0.31 0.54 -0.04 -0.41 0.31 0.45 0.41 0.41 0.59 0.35 0.49 0.36 0.41 0.24 0.45 -1.19 -0.14 -0.36 0.22 -0.62 2.38 0.34 -1.01 -0.70 -0.62 -0.73 -0.23 0.04 -0.71 -0.60 -0.57 -0.62 -0.53 0.38 0.13 -0.71 -0.52 -0.83 -0.54 -0.66 0.42 0.21 0.31 0.31 0.26 0.86 0.43 0.44 0.39 0.45 0.30 0.44 0.40 0.39 0.41 0.26 0.50 0.45 0.42 0.43 0.42

***

Record 2
ORCA calculation (ωB97M-V with the def2-TZVPD basis set) on a cluster of 8 separate species, C44H47N7O3 in total.

Output
Lowest unoccupied orbital energy ... 0.01270 Ha
Calculated total energy ... -2313.803215 Ha
Orbital gap ... 9.6 eV
HOMO energy ... -9.23 eV
SMILES string ... CCC[C@@H](C)C1=CC(=O)OC1=O.c1ccncc1.c1ccncc1.c1ccncc1.c1ccncc1.c1ccncc1.c1ccncc1.c1ccncc1

```
101
C44H47N7O3, DFT ωB97M-V with the def2-TZVPD basis set
C 3.233 1.699 -0.613
C 2.526 2.179 -1.896
C 1.097 2.731 -1.699
C 0.247 2.073 -0.608
C -1.165 2.667 -0.646
C 0.182 0.600 -0.681
C 0.589 -0.257 -1.583
C 0.278 -1.640 -1.097
O 0.204 -2.617 -1.689
O 0.096 -1.510 0.267
C -0.449 -0.248 0.400
O -1.243 0.052 1.171
H 4.290 1.924 -0.662
H 2.778 2.087 0.293
H 3.134 0.618 -0.558
H 2.557 1.395 -2.635
H 3.113 2.986 -2.331
H 0.568 2.773 -2.649
H 1.210 3.772 -1.396
H 0.660 2.375 0.353
H -1.646 2.511 -1.608
H -1.755 2.324 0.195
H -1.051 3.743 -0.533
H 1.083 -0.024 -2.506
N -1.102 3.577 2.616
C -2.352 3.347 3.023
C -2.952 4.019 4.079
C -2.215 4.979 4.752
C -0.914 5.230 4.345
C -0.410 4.505 3.276
H -2.892 2.586 2.469
H -3.970 3.795 4.366
H -2.649 5.523 5.581
H -0.304 5.971 4.844
H 0.603 4.671 2.922
N -4.638 -5.888 -0.171
C -4.321 -4.874 -0.975
C -3.083 -4.249 -0.978
C -2.119 -4.701 -0.092
C -2.428 -5.752 0.755
C -3.696 -6.308 0.673
H -5.107 -4.552 -1.651
H -2.880 -3.431 -1.656
H -1.141 -4.238 -0.063
H -1.703 -6.135 1.463
H -3.981 -7.136 1.314
N 4.209 0.810 -4.332
C 5.468 0.380 -4.241
C 6.303 0.208 -5.338
C 5.799 0.496 -6.593
C 4.490 0.942 -6.709
C 3.744 1.082 -5.553
H 5.813 0.165 -3.240
H 7.315 -0.142 -5.209
H 6.417 0.375 -7.475
H 4.060 1.176 -7.673
H 2.716 1.432 -5.593
N -4.625 1.761 0.593
C -5.759 2.441 0.419
C -6.948 1.863 0.003
C -6.963 0.502 -0.250
C -5.796 -0.223 -0.077
C -4.660 0.452 0.345
H -5.700 3.505 0.626
H -7.838 2.466 -0.119
H -7.872 0.012 -0.578
H -5.764 -1.288 -0.263
H -3.724 -0.075 0.499
N 0.625 -7.245 2.619
C 1.482 -6.672 1.775
C 2.633 -7.289 1.308
C 2.912 -8.573 1.745
C 2.034 -9.185 2.624
C 0.910 -8.481 3.027
H 1.226 -5.665 1.461
H 3.291 -6.775 0.621
H 3.801 -9.089 1.405
H 2.215 -10.187 2.990
H 0.194 -8.922 3.711
N -5.602 6.141 5.303
C -5.821 7.095 6.207
C -5.830 8.449 5.910
C -5.595 8.835 4.601
C -5.364 7.859 3.646
C -5.380 6.532 4.049
H -5.997 6.747 7.219
H -6.016 9.181 6.685
H -5.592 9.883 4.328
H -5.175 8.117 2.614
H -5.207 5.733 3.337
N 6.931 -2.039 -3.539
C 8.105 -2.123 -2.912
C 8.704 -3.320 -2.551
C 8.046 -4.500 -2.856
C 6.825 -4.435 -3.505
C 6.315 -3.186 -3.823
H 8.584 -1.174 -2.690
H 9.660 -3.326 -2.046
H 8.480 -5.456 -2.591
H 6.278 -5.333 -3.761
H 5.363 -3.087 -4.335
```

Atom charges from the Mulliken analysis, given in e for atoms 1 to 99: -1.32 0.18 -1.50 1.77 -1.66 0.18 -0.15 0.09 -0.50 -0.28 -0.47 -0.36 0.36 0.36 0.28 -0.18 0.62 0.25 0.44 0.28 0.43 0.16 0.45 0.63 -0.09 -0.03 -1.03 -0.21 -0.79 -0.05 0.41 0.60 0.44 0.38 0.36 -0.58 -0.42 -0.36 0.12 -0.41 -0.28 0.38 0.44 0.33 0.42 0.35 -0.13 -0.16 -0.58 -0.25 -0.77 -0.01 0.47 0.32 0.39 0.36 0.34 -0.11 -0.30 -0.55 -0.25 -0.79 -0.10 0.41 0.37 0.38 0.48 0.43 -0.45 -0.13 -0.53 -0.17 -0.40 -0.19 0.44 0.36 0.36 0.35 0.36 -0.42 -0.20 -0.39 -0.20 -0.60 -0.15 0.37 0.36 0.37 0.36 0.52 -0.14 -0.13 -0.65 -0.11 -0.80 -0.08 0.38 0.36 0.37

***

Record 3
ORCA calculation (ωB97M-V with the def2-TZVPD basis set) on a structure of composition C44H48As2N5O12V.

Output
Lowest unoccupied orbital energy (spin up / spin down) ... -0.06013 / -0.05662 Ha
Calculated total energy ... -8297.559541 Ha
Orbital gap (spin up / spin down) ... 6.2 / 6.3 eV
Multiplicity ... 3
HOMO energy (spin up / spin down) ... -7.86 / -7.86 eV

```
112
C44H48As2N5O12V, DFT ωB97M-V with the def2-TZVPD basis set
V -0.024 1.385 -2.581
C -1.750 2.754 1.193
C -0.779 3.824 0.762
C -0.203 4.650 1.780
C 0.754 5.625 1.373
C 1.101 5.760 0.048
C 0.623 4.944 -0.950
C 1.220 4.905 -2.342
C -0.284 3.908 -0.567
N -0.800 3.101 -1.610
C -2.190 3.143 -1.739
O -3.026 3.839 -1.195
C -2.805 2.273 -2.726
C -4.135 2.377 -3.149
C -4.467 1.770 -4.364
C -3.472 1.061 -5.095
C -2.206 0.877 -4.553
N -1.949 1.341 -3.271
C -0.986 0.395 -5.165
O -1.113 -0.418 -6.105
N 0.165 0.781 -4.488
C 1.348 1.006 -5.214
C 1.365 2.202 -6.045
C 0.183 3.099 -6.281
C 2.492 2.442 -6.871
C 3.560 1.603 -6.810
C 3.558 0.465 -5.968
C 2.440 0.119 -5.197
C 2.391 -1.183 -4.477
H -1.410 1.720 1.024
H -2.019 2.852 2.274
H -2.736 2.940 0.651
H -0.663 4.642 2.776
H 1.268 6.237 2.117
H 1.797 6.522 -0.223
H 0.531 4.826 -3.159
H 1.896 5.733 -2.479
H 1.893 4.050 -2.450
H -4.859 2.966 -2.644
H -5.469 1.935 -4.749
H -3.717 0.459 -5.998
H -0.339 3.279 -5.305
H 0.460 4.069 -6.655
H -0.519 2.629 -6.993
H 2.482 3.266 -7.566
H 4.370 1.726 -7.546
H 4.425 -0.197 -5.972
H 2.440 -2.027 -5.190
H 3.226 -1.335 -3.800
H 1.422 -1.230 -3.973
C -1.024 -2.146 -0.346
C -0.602 -0.670 -0.022
O -0.845 -0.188 1.089
O 0.115 -0.081 -0.975
H -1.733 -2.612 0.330
H -0.184 -2.801 -0.396
H -1.463 -2.061 -1.323
N -0.228 -8.305 -6.019
C -0.802 -7.125 -5.566
C -0.837 -6.800 -4.230
C -1.453 -5.617 -3.908
N -2.153 -4.867 -4.797
C -2.048 -5.133 -6.110
C -1.392 -6.274 -6.519
H 0.048 -9.022 -5.336
H -0.582 -8.592 -6.924
H -0.493 -7.492 -3.430
H -1.457 -5.304 -2.831
H -2.522 -4.428 -6.799
H -1.351 -6.483 -7.575
C 3.636 0.539 2.000
O 2.351 0.222 2.598
C 2.182 -1.113 2.966
O 2.983 -1.975 2.679
C 1.088 -1.141 3.992
C 1.003 -2.155 4.903
As 1.398 -1.817 6.840
C -0.402 -2.519 7.456
C 0.881 0.061 6.751
C -0.011 0.639 5.964
As -0.377 0.156 4.053
C -1.902 -1.060 4.100
C -0.795 1.804 6.521
O -0.280 2.770 7.103
O -2.125 1.631 6.415
C -2.915 2.787 6.806
C 1.377 0.570 8.111
O 1.056 0.019 9.147
O 2.333 1.531 8.153
C 2.879 2.196 7.001
C 0.753 -3.632 4.710
O -0.265 -4.114 4.188
O 1.722 -4.413 5.229
C 1.425 -5.881 5.105
H 3.484 1.468 1.467
H 3.953 -0.232 1.310
H 4.403 0.656 2.781
H -0.419 -3.629 7.282
H -1.176 -2.077 6.817
H -0.406 -2.272 8.516
H -1.579 -2.096 4.285
H -2.225 -0.979 3.059
H -2.586 -0.643 4.829
H -3.937 2.444 6.889
H -2.808 3.534 6.038
H -2.522 3.174 7.777
H 3.733 2.860 7.386
H 2.093 2.759 6.484
H 3.379 1.473 6.294
H 2.208 -6.371 5.727
H 1.542 -6.188 4.054
H 0.382 -6.093 5.370
```

Atom charges from the Mulliken analysis, given in e for atoms 1 to 99: 0.58 -0.37 0.93 -0.95 -0.80 -0.91 0.85 -1.39 0.14 0.86 0.50 -0.68 -0.20 -0.84 -0.49 -0.69 0.34 0.46 0.01 -0.67 0.36 -0.25 1.56 -1.25 -1.00 -0.72 -0.63 1.11 -1.64 -0.38 0.27 0.24 0.45 0.37 0.42 0.25 0.44 0.29 0.60 0.43 0.45 -0.02 0.49 0.30 0.43 0.34 0.42 0.34 0.41 0.29 -1.22 0.52 -0.65 -0.83 0.36 0.36 0.38 -0.52 1.11 -0.44 -0.30 -0.57 -0.46 -0.39 0.22 0.21 0.23 0.27 0.35 0.31 -0.87 -0.17 0.00 -0.66 0.57 0.40 0.15 -1.03 0.07 0.69 1.28 -0.97 -0.13 -0.61 -0.30 -0.72 0.28 -0.60 -0.33 -0.47 -0.06 -0.63 -0.33 -0.71 0.22 0.33 0.30 0.33 0.27

***

Record 4
ORCA calculation (ωB97M-V with the def2-TZVPD basis set) on a cluster of 14 separate species, C44H49ClF13N4O39 in total.

Output
Lowest unoccupied orbital energy ... -0.16778 Ha
Calculated total energy ... -6617.602638 Ha
Orbital gap ... 7.6 eV
HOMO energy ... -12.17 eV
Charge ... +1

```
150
C44H49ClF13N4O39, DFT ωB97M-V with the def2-TZVPD basis set
C -0.178 4.128 0.781
C -0.402 3.322 -0.668
Cl -2.245 3.018 -0.781
C 0.465 1.938 -0.545
N 0.758 1.238 -1.853
N 0.814 -0.153 -1.814
C 1.144 -0.612 -3.216
N 1.334 0.561 -4.192
C 1.067 1.741 -3.245
N 1.118 3.056 -3.636
H -1.073 4.831 1.052
H 0.842 4.732 0.637
H 0.051 3.302 1.601
H -0.042 4.069 -1.493
H -0.203 1.182 0.093
H 1.440 2.108 0.121
H 0.653 -0.693 -0.919
H 1.226 -1.779 -3.434
H 2.013 3.605 -3.522
H 0.234 3.531 -3.989
C 3.611 1.387 -6.709
C 4.243 0.210 -7.370
O 4.844 0.762 -8.520
C 5.150 2.045 -8.179
O 5.919 2.755 -8.805
O 4.494 2.438 -7.044
F 3.306 -0.681 -7.766
H 2.614 1.611 -7.104
H 3.539 1.266 -5.625
H 5.003 -0.292 -6.762
C -4.318 0.515 2.034
C -4.983 1.817 2.323
O -4.230 2.340 3.394
C -2.977 1.833 3.228
O -1.983 2.266 3.788
O -2.967 0.783 2.350
F -6.252 1.626 2.747
H -4.684 -0.299 2.669
H -4.423 0.217 0.987
H -4.971 2.522 1.485
C 0.087 -2.175 -7.077
C -0.792 -2.999 -6.198
O -1.962 -2.222 -6.083
C -2.033 -1.512 -7.243
O -3.036 -0.939 -7.636
O -0.843 -1.526 -7.919
F -0.249 -3.137 -4.967
H 0.659 -1.425 -6.520
H 0.783 -2.786 -7.658
H -1.041 -3.983 -6.608
C 6.640 2.261 -11.491
C 7.603 1.556 -12.384
O 6.852 1.315 -13.553
C 5.943 2.328 -13.606
O 5.303 2.622 -14.602
O 5.843 2.983 -12.409
F 7.965 0.365 -11.858
H 6.005 1.572 -10.924
H 7.139 2.936 -10.791
H 8.495 2.141 -12.633
C -5.814 0.262 5.678
C -6.081 -0.230 7.059
O -6.017 -1.632 6.928
C -5.149 -1.852 5.901
O -4.625 -2.928 5.665
O -4.930 -0.717 5.169
F -7.330 0.103 7.457
H -6.716 0.294 5.058
H -5.349 1.252 5.672
H -5.351 0.104 7.804
C -9.488 -2.792 7.242
C -10.367 -3.615 8.121
O -11.538 -2.838 8.236
C -11.608 -2.128 7.075
O -12.611 -1.555 6.683
O -10.419 -2.142 6.399
F -9.825 -3.753 9.351
H -8.917 -2.041 7.798
H -8.792 -3.402 6.661
H -10.617 -4.599 7.710
C 1.805 8.034 3.887
C 2.768 7.329 2.994
O 2.018 7.088 1.825
C 1.109 8.102 1.772
O 0.468 8.395 0.776
O 1.008 8.756 2.969
F 3.130 6.138 3.521
H 1.171 7.345 4.455
H 2.305 8.709 4.587
H 3.660 7.914 2.745
C 3.524 -1.065 -13.746
C 4.422 -0.902 -12.567
O 4.368 -2.161 -11.935
C 4.128 -3.051 -12.939
O 4.284 -4.257 -12.836
O 3.698 -2.427 -14.078
F 3.934 0.025 -11.713
H 2.472 -0.881 -13.505
H 3.811 -0.418 -14.580
H 5.460 -0.663 -12.823
C -9.506 -2.374 1.317
C -10.558 -2.723 2.314
O -9.879 -2.651 3.548
C -8.898 -1.724 3.359
O -8.281 -1.188 4.264
O -8.696 -1.462 2.032
F -10.987 -3.992 2.138
H -8.902 -3.238 1.018
H -9.921 -1.909 0.419
H -11.412 -2.038 2.323
C 0.712 0.389 5.077
C 0.381 -0.504 3.930
O 1.418 -1.459 3.947
C 1.796 -1.549 5.253
O 2.469 -2.458 5.710
O 1.322 -0.500 5.992
F 0.443 0.171 2.760
H 1.423 1.178 4.808
H -0.177 0.852 5.514
H -0.586 -1.009 4.019
C 5.622 -4.019 5.822
C 5.325 -5.466 6.024
O 6.432 -5.929 6.764
C 6.856 -4.850 7.479
O 7.612 -4.917 8.435
O 6.326 -3.683 7.001
F 5.298 -6.122 4.842
H 6.261 -3.835 4.952
H 4.713 -3.418 5.724
H 4.402 -5.661 6.580
C 2.123 -2.280 10.090
C 1.545 -3.232 9.099
O 0.311 -3.597 9.673
C -0.068 -2.519 10.414
O -1.199 -2.342 10.838
O 0.972 -1.654 10.620
F 2.311 -4.341 8.993
H 2.665 -2.785 10.896
H 2.788 -1.547 9.624
H 1.376 -2.799 8.107
C 5.391 0.345 0.736
C 5.095 0.689 -0.684
O 3.961 1.522 -0.592
C 4.070 2.135 0.621
O 3.435 3.124 0.947
O 4.983 1.509 1.425
F 4.755 -0.415 -1.387
H 4.809 -0.511 1.094
H 6.452 0.142 0.902
H 5.903 1.223 -1.195
```

Atom charges from the Mulliken analysis, given in e for atoms 1 to 99: -0.84 0.13 -0.17 -0.07 0.60 -0.26 -0.08 -0.11 -0.20 -0.25 0.43 0.25 0.08 0.32 0.20 -0.18 0.29 0.32 0.27 0.30 -0.09 0.26 -0.19 0.60 -0.52 -0.32 -0.24 0.19 0.02 0.26 -0.22 0.24 -0.33 0.77 -0.60 -0.28 -0.24 0.12 0.35 0.24 -0.07 0.33 -0.29 0.62 -0.53 -0.29 -0.25 -0.03 0.27 0.24 0.04 0.25 -0.30 0.68 -0.56 -0.34 -0.27 -0.10 0.38 0.29 -0.22 0.24 -0.29 0.54 -0.59 -0.14 -0.28 0.12 0.40 0.27 -0.19 0.34 -0.31 0.57 -0.56 -0.19 -0.29 0.09 0.21 0.31 -0.42 0.31 -0.23 0.64 -0.54 -0.30 -0.27 0.28 0.28 0.26 -0.45 0.49 -0.28 0.58 -0.55 -0.30 -0.27 0.28 0.29

***

Which of these has the lowest calculated total energy? C44H48As2N5O12V